{"formula": "C35H49AsBrF10N7O2PrSi3", "method": "ωB97M-V/def2-TZVPD", "symbols": ["N", "H", "H", "N", "C", "H", "H", "H", "C", "H", "F", "F", "C", "C", "H", "C", "C", "H", "H", "C", "H", "H", "F", "H", "C", "C", "H", "H", "C", "F", "C", "H", "Si", "C", "C", "C", "H", "C", "C", "H", "Si", "C", "C", "C", "F", "H", "F", "H", "H", "Pr", "F", "C", "H", "C", "N", "H", "Br", "As", "H", "H", "H", "H", "Si", "C", "H", "O", "H", "H", "C", "H", "H", "H", "O", "N", "N", "C", "H", "N", "C", "C", "H", "C", "C", "C", "C", "H", "C", "H", "C", "C", "H", "H", "H", "F", "C", "H", "C", "H", "H", "H", "H", "N", "H", "F", "F", "H", "H", "H", "H"], "coordinates": [[1.13, 3.87, -1.15], [2.01, -4.27, 0.77], [-2.53, 4.11, 0.43], [0.16, 3.15, 1.40], [-3.57, -4.25, 0.31], [-0.63, -6.67, 0.94], [-4.68, -1.96, 4.55], [3.40, -3.64, 1.77], [0.32, -0.12, -4.39], [-3.65, -3.94, -0.73], [2.91, 6.89, -4.59], [3.16, 5.75, -2.05], [0.27, 4.01, -3.35], [-2.86, 1.62, -1.19], [-1.41, -4.67, -1.61], [-1.67, -6.34, 1.17], [-1.26, 3.02, 1.88], [2.15, -2.58, 0.99], [-2.59, -0.94, 5.84], [-3.64, 2.49, -2.01], [8.54, 2.79, 0.20], [-1.88, -6.57, 2.25], [-5.49, 0.12, -4.04], [-0.41, -2.72, -2.98], [1.88, -2.37, 4.33], [2.20, 5.33, -2.94], [5.77, 0.81, -0.83], [-3.64, -5.02, 4.37], [1.42, 4.75, -0.01], [0.90, 6.14, -6.16], [-3.77, -0.28, -2.46], [0.86, -5.03, 4.81], [-1.80, -4.49, 0.73], [-0.80, -4.28, -0.79], [0.47, -2.12, -3.28], [-4.14, -2.23, 3.67], [2.08, 2.60, 2.08], [4.33, 2.10, 0.18], [-4.70, 0.57, -3.08], [-1.28, 2.08, 2.42], [-2.49, -2.78, 4.14], [0.44, 4.59, 1.18], [-1.86, -1.73, 5.57], [-4.66, 1.99, -2.85], [-2.03, -0.62, -0.91], [0.12, -4.91, -0.79], [-0.87, 4.18, -5.54], [7.07, 4.49, 1.21], [-3.99, -3.42, 0.89], [0.28, 1.73, -0.94], [-3.85, -1.66, -2.59], [6.62, 2.62, 0.12], [-2.35, -6.86, 0.53], [-2.65, -4.61, 4.61], [0.28, -1.45, -4.56], [1.01, 3.19, 3.37], [3.05, 0.75, -0.18], [-0.94, -2.78, 2.27], [-0.47, 5.09, 0.98], [-0.47, -3.27, -1.04], [-2.55, -4.73, 5.73], [0.60, -1.55, -6.64], [1.21, -3.56, 3.00], [0.56, -0.87, -2.36], [1.38, -2.60, 5.27], [7.88, 2.24, -0.28], [0.86, 4.93, 2.12], [1.45, 5.84, -0.30], [1.22, 4.39, -2.39], [0.86, 1.55, 2.67], [-0.06, 1.70, -4.98], [-4.77, -2.88, 3.05], [0.67, -0.85, -1.09], [0.46, 0.27, -3.09], [0.35, 0.82, -5.35], [1.21, -5.30, 3.82], [0.54, -6.02, 3.41], [4.02, 3.20, 0.81], [0.13, 4.50, -4.64], [5.62, 1.70, -0.20], [2.40, 4.51, 0.44], [1.05, 2.62, 2.45], [-2.93, 0.24, -1.48], [6.34, 3.74, 0.87], [1.00, 5.53, -4.99], [-0.06, 0.71, -6.27], [2.31, -3.53, 1.49], [-0.89, -1.31, 5.30], [0.05, -2.08, -5.86], [2.09, 5.88, -4.19], [4.72, 4.90, 1.71], [-1.54, 3.75, 2.69], [1.36, -2.80, -3.25], [-3.37, 3.81, -1.94], [5.04, 3.99, 1.21], [2.88, -2.80, 4.43], [-2.35, 3.10, 0.80], [-4.15, -5.16, 0.51], [0.41, -3.10, -5.84], [-3.21, 2.79, 1.32], [-1.00, -2.06, -6.06], [-1.98, 2.15, -0.27], [-1.88, -5.23, 4.21], [-0.70, 2.99, -2.95], [-5.52, 2.81, -3.41], [-4.07, -1.35, 3.06], [2.00, -1.29, 4.14], [2.24, -5.58, 3.90], [-1.72, -2.28, 6.48]], "s2": 2.002, "de_lowest_kcal_mol": 0.0, "charge": 1, "homo_lumo_gap_ev": [7.0, 7.0], "max_force_ev_per_a": 3.20, "mol_weight_g_mol": 1169.80, "homo_ev": [-9.35, -9.35], "multiplicity": 3}